Record 1
Molecular formula: C54H49FN4O13
Method: DFT, ωB97M-V/def2-TZVPD

Geometry as XYZ:
```
121
Properties=species:S:1:pos:R:3:forces:R:3:mulliken_charge:R:1
C -5.5985 3.4550 0.9126 0.003 0.020 0.044 -0.168
H -0.9236 -4.2192 -2.5166 -0.269 -0.100 0.037 0.336
H -4.7128 -4.1112 -3.2051 0.023 0.019 0.019 0.436
H -5.3351 2.9302 1.8220 0.017 -0.042 -0.028 0.559
C 3.6168 1.8672 -4.4564 -0.009 -0.048 0.051 -0.386
O 12.2573 -2.4336 3.3569 0.011 -0.006 0.002 -0.541
H -1.2916 -2.8187 4.3413 -0.082 -0.070 -0.023 0.289
H 3.1835 -0.7584 -1.5467 0.088 0.121 0.002 0.524
H 4.6350 -1.5796 4.3957 0.062 -0.129 0.086 0.373
C 1.0710 -2.7740 -1.5422 0.101 0.526 0.036 -0.760
H 2.2491 1.5003 3.0192 -0.030 -0.194 0.003 0.275
C 2.7344 2.1029 2.2557 -0.074 0.379 0.256 -1.313
C 3.2066 1.3620 -2.0954 -0.001 -0.140 -0.063 0.101
H -2.1905 -1.4927 4.7883 -0.147 -0.125 -0.121 0.288
O -6.8830 4.9952 2.1489 -0.034 -0.015 -0.052 -0.573
C 1.2357 6.2271 -6.6333 -0.032 0.024 -0.038 -0.411
N -4.0027 0.0791 1.1503 -0.024 0.224 -0.035 -0.413
C 3.7195 0.4173 -4.7529 -0.016 -0.051 0.012 0.330
H 4.7224 2.5706 1.6101 0.261 0.091 0.110 0.749
C 3.5491 -0.5277 -3.6220 0.095 0.047 0.056 -0.438
N -1.2648 -1.8661 4.6656 0.234 0.136 0.080 -0.618
O -3.2204 -3.6206 -1.1444 -0.154 -0.047 -0.042 -0.388
H 3.2948 3.3629 -2.9947 -0.020 0.003 -0.011 0.521
O -5.1328 3.4456 -2.6036 -0.009 0.012 -0.022 -0.551
C 1.1262 5.5853 -8.9996 -0.011 0.003 -0.017 0.320
H -1.4449 -2.5376 -0.4613 0.098 0.012 0.047 0.328
N 2.9815 -2.1114 0.4068 -0.315 0.192 0.432 -0.498
H 11.8219 -0.8721 1.3313 0.022 -0.019 0.022 0.400
H 2.0144 -2.2870 -1.7654 0.074 -0.145 0.034 0.194
H 0.5194 -0.8418 4.4149 0.316 -0.032 -0.184 0.450
O 2.9873 1.7528 -0.9682 0.010 0.072 0.016 -0.422
H -0.5824 -1.6119 -2.3093 -0.132 0.078 0.039 0.385
C 4.8455 1.4682 3.4795 -0.078 0.724 -0.013 -0.778
C 10.9390 -1.1413 1.8966 -0.038 0.022 -0.021 -0.381
C -5.0341 -6.4674 -0.0564 0.034 0.027 0.025 -0.443
H 3.2548 3.4482 -7.3138 0.002 -0.009 0.000 0.341
H -6.6742 5.5054 -2.2809 0.018 -0.023 -0.019 0.406
C -4.8477 -4.7927 -2.3748 -0.022 -0.014 -0.036 -0.335
C -6.4140 4.9849 -1.3679 -0.025 0.025 0.027 -0.375
H 0.1831 -4.0755 -3.8820 0.050 -0.167 -0.032 0.404
C 11.1524 -2.0355 3.0634 0.015 -0.002 0.002 0.312
H 2.2157 1.9784 1.3130 -0.031 -0.093 -0.148 0.286
H 7.8606 -2.2518 4.1018 -0.017 0.020 -0.017 0.463
C -5.8747 -6.7208 -1.2554 -0.016 -0.013 -0.008 0.284
H -7.4946 6.2361 -0.0431 0.000 -0.006 0.035 0.411
H 9.5457 -0.0504 0.7314 -0.036 0.000 0.008 0.418
C -0.0814 -1.4980 2.4519 -0.124 -0.030 0.270 0.740
C 8.5340 -1.0908 2.3700 -0.012 0.017 -0.002 0.271
H 3.7430 2.5405 -5.2915 0.006 0.033 0.011 0.409
C -0.3901 -1.0061 3.8561 -0.446 -0.054 0.082 -1.151
H 0.9717 6.8417 -5.7822 0.021 -0.024 0.025 0.420
C 4.2156 1.7644 2.1372 -0.438 -0.318 -0.487 0.303
H -2.6418 0.3059 2.5815 0.326 -0.043 0.176 0.305
H 4.7048 2.3375 4.1234 -0.059 -0.017 0.184 0.420
H 5.5157 -0.8102 3.0366 -0.010 -0.089 0.213 -0.054
O 0.6818 5.7849 -10.1084 -0.002 0.002 -0.013 -0.537
C -5.5315 3.7974 -1.5145 0.002 -0.008 0.034 0.299
C 3.3118 -0.0886 -2.3894 0.095 0.063 -0.040 0.303
C -7.9802 -0.4112 4.0586 -0.002 -0.012 0.045 -0.419
H 0.0538 7.2496 -8.0630 -0.002 -0.010 -0.034 0.400
H -5.1673 -7.1482 0.7746 -0.025 -0.019 -0.019 0.426
C 4.5678 -0.8696 3.5738 -0.621 0.370 -0.178 -0.007
H 3.6258 -1.5810 -3.8592 -0.033 0.019 -0.039 0.411
H 2.6051 3.1452 2.5513 0.014 0.089 0.068 0.414
C -6.8518 5.3748 -0.1743 -0.002 0.025 -0.043 -0.523
C -7.8402 2.0540 3.4756 -0.039 -0.019 0.023 -0.260
C -5.1596 3.0640 -0.2792 0.050 -0.032 -0.070 -0.320
C 9.9577 -2.4220 3.8573 -0.047 0.001 0.007 -0.472
H -7.5973 2.8057 2.7383 -0.021 0.026 0.040 0.359
H 4.8909 -1.7950 1.0614 0.111 -0.012 -0.092 0.503
N 2.2453 -1.2383 2.9979 -0.065 -0.236 -0.397 -0.425
C 3.3773 2.3084 -3.2256 -0.001 0.055 0.021 -0.698
C -6.4783 4.6385 1.0593 0.059 0.016 0.004 0.356
C 1.6723 -2.0120 0.7835 -0.444 -0.151 -0.163 0.155
O 7.4255 -0.6913 2.0758 0.174 -0.020 -0.122 -0.386
C -5.7118 -5.8032 -2.4122 0.028 0.038 -0.009 -0.376
C -0.6633 -2.2741 0.2405 0.655 0.104 -0.129 0.262
H -8.6610 -0.8478 6.0167 -0.011 0.028 0.026 0.406
C 0.7458 6.4449 -7.8504 0.003 0.015 0.050 -0.382
C 0.6554 -2.3473 -0.1527 -0.275 -0.149 -0.063 -0.360
C 2.0735 4.4722 -8.7372 0.027 -0.021 0.032 -0.512
H -3.5480 -5.2535 0.8420 0.018 0.022 -0.020 0.477
C -0.5694 -3.5524 -3.2951 0.267 0.236 0.016 -1.521
C -2.5518 -1.7928 1.7693 0.427 0.114 0.109 -0.268
O 2.6232 4.9221 -5.2565 0.048 -0.049 -0.075 -0.501
C 3.4859 -1.3138 2.6119 -0.004 0.005 0.325 0.224
C -1.0573 -1.8461 1.5335 0.646 -0.162 -0.014 0.900
C 0.1204 -2.3624 -2.6602 -0.203 -0.463 -0.049 0.378
H -2.8300 -2.3413 2.6639 0.017 -0.011 0.258 0.338
H 4.3109 0.8942 1.4840 0.162 -0.057 -0.040 -0.270
C 2.5634 4.2548 -7.5202 0.002 0.011 0.013 -0.137
H 5.9248 1.3175 3.3971 0.082 -0.221 -0.064 0.185
C -3.0638 -0.3840 1.8601 -0.576 -0.095 -0.305 -0.300
F 0.8602 -1.7354 -3.6742 0.060 0.099 -0.106 -0.365
O -7.2607 0.3602 1.9523 -0.030 -0.059 -0.027 -0.539
H -3.0268 -2.2924 0.9285 -0.183 0.058 -0.061 -0.423
C -8.6021 1.3182 5.6879 0.002 0.032 0.012 0.345
O -9.0000 1.5997 6.7973 -0.007 -0.016 0.008 -0.547
H -0.8574 -0.0261 3.7765 -0.074 0.145 0.025 0.242
C -4.1707 -5.4565 -0.0206 -0.011 -0.019 0.028 -0.254
C -8.2781 2.3692 4.6913 0.011 -0.005 -0.013 -0.318
O -6.6616 -7.6398 -1.2869 -0.003 -0.007 0.002 -0.539
C -7.6582 0.6420 3.0625 0.013 0.009 -0.016 0.435
H -4.5175 2.2006 -0.3976 -0.021 -0.019 0.036 0.489
H -6.3325 -6.0055 -3.2755 -0.016 -0.027 0.016 0.407
H -8.4164 3.3947 5.0095 0.001 -0.004 0.016 0.462
C 8.7440 -1.9833 3.5361 0.017 -0.022 0.022 -0.208
H -7.8395 -1.4356 3.7373 0.007 0.009 -0.030 0.431
H 10.1351 -3.0740 4.7030 0.036 0.001 -0.005 0.411
C 2.1825 5.1150 -6.3709 -0.030 0.034 0.037 0.612
O 3.9349 0.0230 -5.8803 0.014 0.017 -0.027 -0.593
C 1.2980 -1.5896 2.0779 -0.136 0.112 0.131 -0.090
H 2.3373 3.8567 -9.5876 -0.020 0.015 -0.018 0.420
C -4.0114 -4.5422 -1.1771 -0.011 -0.017 -0.024 0.243
H -1.3730 -3.2562 -3.9611 -0.171 0.014 0.007 0.333
C 3.8387 -1.7572 1.3182 0.413 -0.151 -0.286 -0.475
H 1.2772 -3.8424 -1.5726 -0.056 -0.170 0.001 0.442
O 4.2164 0.3858 4.1341 0.517 -0.280 0.282 -0.452
H -4.3519 -0.6407 0.5159 -0.076 0.026 -0.074 0.137
C 9.7248 -0.7030 1.5763 0.047 0.009 -0.017 -0.395
C -8.4185 -0.0977 5.2747 0.018 -0.036 -0.041 -0.384
```
Positions in Å, forces in eV/Å.

Properties
Molar mass = 981.00 u
Total energy = -92080.77038 eV
Energy relative to the best compared isomer or geometry (same formula, charge and spin) = 0.0 kJ/mol
SMILES string = [H]/N=C\Cc1cc(C[C@H](C)F)c2ncc(COCCC)nc2c1CN.O=C1C=CC(=O)C=C1.O=C1C=CC(=O)C=C1.O=C1C=CC(=O)C=C1.O=C1C=CC(=O)C=C1.O=C1C=CC(=O)C=C1.O=C1C=CC(=O)C=C1


Record 2
Molecular formula: C43H31ClF10N4O3PSn
Method: DFT, ωB97M-V/def2-TZVPD

Geometry as XYZ:
```
94
Properties=species:S:1:pos:R:3:forces:R:3:mulliken_charge:R:1
C -4.7306 -2.3294 -0.4841 -0.021 0.041 0.089 -0.155
Cl 4.8034 -2.3787 -6.4325 0.037 0.012 -0.002 -0.243
O 0.6872 -0.1904 -1.6103 0.123 0.074 0.531 -0.500
F 6.5787 -2.7532 3.5436 0.057 -0.077 0.055 -0.347
C 1.0699 3.3066 0.9177 -0.033 -0.051 0.063 -1.167
P -2.1170 -2.1165 0.7653 -0.309 -0.272 -0.062 1.653
C 2.2292 -1.5365 -2.8290 0.044 0.168 0.031 0.173
N 2.9755 0.5491 0.8246 -0.296 -0.046 -0.140 0.544
C -3.9567 -1.9720 0.6174 0.059 -0.125 0.095 0.397
C 4.3823 -2.2404 2.7864 -0.029 0.000 -0.004 -0.336
H 2.2589 1.5322 -1.6459 -0.045 0.052 -0.024 -0.048
C -0.8073 -3.5530 -3.4272 -0.032 0.040 -0.021 -0.628
F -3.3553 1.2993 4.8379 0.058 -0.038 0.116 -0.382
C -1.4089 2.2886 -0.7520 -0.067 -0.069 0.252 -0.787
C -3.5333 1.4185 3.5146 -0.006 0.011 -0.085 0.341
C -1.2651 -3.8374 2.9030 -0.096 0.026 -0.002 0.608
C -2.0152 -6.1315 3.1462 0.028 0.003 -0.019 -0.641
C -0.5474 -4.3622 -2.3309 0.031 -0.018 -0.017 -0.650
C 2.2966 -0.6199 -3.8697 -0.002 -0.011 -0.091 0.027
H -2.3594 -0.9967 -1.8354 0.014 -0.044 -0.055 0.554
H -7.8267 -1.7205 0.7643 0.029 -0.012 0.004 0.362
H -3.9992 -1.2514 2.6339 -0.052 0.009 -0.005 0.427
F -5.8876 1.5356 3.8194 -0.058 -0.049 0.045 -0.438
C -2.8857 -5.9565 2.0796 0.011 -0.039 -0.008 -0.816
C -1.8808 -1.9614 -1.9835 0.014 -0.003 0.058 -0.541
H -6.4677 -1.0985 2.7389 0.039 0.018 -0.034 0.407
C -1.2121 -5.0800 3.5440 -0.019 0.019 0.035 -0.882
C 3.8981 -0.1924 1.4729 0.133 -0.108 0.053 -0.355
C -2.9143 -4.7446 1.4109 0.051 -0.044 -0.029 -0.297
C 3.4371 1.7295 0.1135 0.025 -0.161 0.162 -1.280
F 3.9081 -3.3615 3.3490 -0.036 -0.074 0.041 -0.314
H 4.3682 -3.8714 -4.0572 -0.032 0.002 -0.010 0.424
H 1.4372 4.2812 0.5659 0.021 -0.025 -0.005 0.232
H 0.2759 2.1364 -2.0863 0.079 0.028 0.035 -0.161
C -1.6575 -2.7876 -0.8792 -0.037 0.018 0.036 0.406
C -6.1174 -2.2401 -0.4270 0.032 0.016 -0.011 -0.729
C 5.2873 0.0645 1.6306 -0.168 -0.011 0.008 0.610
C 3.8213 -2.0441 -5.0312 -0.058 0.005 0.049 0.435
C -2.5250 1.5964 1.2609 -0.009 0.025 0.139 -0.805
H 0.0825 3.7522 -1.3975 0.042 0.003 0.013 0.543
H -0.7333 -4.6086 -0.2110 -0.020 -0.019 -0.038 0.386
N -0.8840 -1.5675 3.5614 -0.242 -0.013 0.092 0.300
C -6.7465 -1.7975 0.7271 -0.011 -0.010 -0.037 -0.652
N 1.0503 2.3361 -0.1779 0.006 -0.150 -0.111 0.868
H -0.5499 0.0829 4.3136 0.109 0.006 -0.077 0.468
H -0.4746 -3.8479 -4.4155 0.013 0.000 0.028 0.383
C -1.4749 -2.3468 -3.2511 0.035 -0.020 0.025 -0.859
H -2.0332 3.1889 -0.7273 -0.009 0.032 -0.077 0.536
C -4.6019 -1.5277 1.7733 0.061 -0.018 -0.021 -0.641
H -3.5796 -4.6298 0.5645 -0.002 0.039 -0.030 0.408
H -3.5279 -6.7687 1.7609 -0.009 0.034 -0.007 0.430
H -4.2585 -2.6881 -1.3885 0.026 -0.015 -0.026 0.405
F 5.8586 1.1941 1.1425 0.015 0.084 -0.018 -0.366
F 7.4486 -0.4294 2.4059 0.127 0.043 -0.011 -0.327
C 3.0973 -0.8651 -4.9769 -0.031 0.000 0.018 -1.023
C -4.8129 1.5619 3.0081 0.014 0.039 0.022 0.740
C -3.8602 1.7299 0.8050 0.133 -0.037 0.043 0.805
C -2.4503 1.4275 2.6703 -0.109 0.001 -0.268 0.076
C -2.1010 -3.6742 1.7863 0.119 0.112 0.027 0.009
C -0.4892 -2.7693 3.5633 0.058 -0.150 -0.043 -0.816
H 0.0628 3.4170 1.3121 0.015 -0.031 -0.018 0.296
C 1.4206 -1.2394 -1.5934 -0.100 -0.500 0.034 1.161
C 2.9796 -2.7035 -2.8953 0.013 -0.063 -0.002 -0.098
C 3.7763 -2.9677 -3.9983 -0.012 -0.004 0.007 -0.916
H 0.3703 -3.0653 4.1658 0.033 0.050 -0.069 0.307
H 3.1649 -0.1493 -5.7846 -0.016 -0.025 -0.023 0.424
C 6.1556 -0.7726 2.3083 -0.023 -0.008 -0.016 -0.053
H -1.6518 -1.6942 -4.0974 -0.003 -0.003 0.018 0.372
C -0.9688 -3.9838 -1.0632 -0.018 0.041 -0.054 -0.783
F -4.1159 1.8291 -0.5188 -0.019 -0.053 -0.083 -0.456
C -5.9837 -1.4451 1.8325 0.001 -0.015 0.042 -0.720
C 5.7275 -1.9427 2.8910 -0.006 0.057 -0.022 0.725
F 2.2303 -1.7679 2.0950 -0.096 -0.055 0.084 0.089
H 4.2996 1.5108 -0.5234 0.062 0.072 0.015 0.657
H -1.8173 1.6375 -1.5349 -0.040 0.071 -0.025 0.214
O -0.0964 -0.7677 4.3600 0.140 -0.128 0.176 -0.591
H -0.5484 -5.2006 4.3935 -0.012 0.014 -0.033 0.412
C 0.0293 2.6772 -1.1745 -0.137 -0.017 -0.035 -0.767
H -6.7059 -2.5281 -1.2906 0.009 0.032 0.011 0.414
O 1.5166 -2.0009 -0.6171 -0.010 0.273 -0.311 -0.783
F -6.1869 1.7926 1.1267 -0.102 0.040 -0.064 -0.438
H 2.6718 3.2108 -1.2293 -0.065 0.032 -0.014 0.439
C -4.9553 1.7071 1.6448 0.006 0.086 0.000 0.289
Sn 0.5469 0.0534 0.7224 0.306 0.647 0.033 0.687
H 2.9286 -3.3963 -2.0649 0.008 0.033 -0.011 0.485
N -1.3896 1.6488 0.5507 0.090 -0.203 -0.270 0.612
H 1.7151 0.2913 -3.8101 0.003 -0.022 0.035 0.394
H 0.0039 -5.2862 -2.4622 -0.025 0.016 0.024 0.382
H -1.9704 -7.0773 3.6726 0.003 0.015 -0.022 0.378
F -1.2179 1.3609 3.2304 0.023 0.234 -0.006 -0.669
H 3.7433 2.5255 0.8052 0.046 0.042 -0.049 0.463
H 1.7171 2.9454 1.7192 -0.001 0.029 -0.036 0.261
C 3.5242 -1.4025 2.1178 -0.012 0.139 -0.085 -0.141
C 2.3593 2.2371 -0.8216 0.133 -0.047 -0.004 -0.816
```
Positions in Å, forces in eV/Å.

Properties
Molar mass = 1026.86 u
Charge = -1
Total energy = -112014.80703 eV


Question: Look up the molar mass of the second one.
Answer: 1026.86 u